1.
DFT (wB97M-V/def2-TZVPD) results for a molecular structure, C33H14BrF4N14STi.

XYZ file:
```
68
Properties=species:S:1:pos:R:3:forces:R:3
Ti -0.37766 -0.99061 -0.82322 -0.17 -0.01 -0.06
N -3.47962 2.44820 0.44583 0.01 -0.08 0.14
C -3.26011 1.16281 0.05822 -0.14 0.12 -0.33
S -3.91116 0.57243 -1.39712 0.01 0.05 0.11
N -2.53706 0.44093 0.91436 0.05 -0.16 0.09
N -2.12930 -0.74319 0.38531 0.25 -0.27 0.29
C -2.64205 -1.83098 0.83725 -0.02 0.14 0.07
C -2.11997 -3.09675 0.35177 0.22 -0.01 -0.01
C -2.65192 -4.32595 0.69536 -0.05 -0.08 -0.06
C -2.10713 -5.47000 0.13106 -0.02 0.00 0.02
C -1.04827 -5.35519 -0.75601 -0.01 -0.02 0.00
C -0.55403 -4.09632 -1.04116 0.03 0.04 -0.02
N -1.07042 -3.00012 -0.48674 0.03 0.08 -0.06
H -4.24477 2.92678 0.00301 0.01 -0.01 -0.03
H -3.28754 2.67988 1.40836 0.01 0.02 -0.02
H -3.46199 -1.79163 1.54604 -0.04 0.03 -0.04
H -3.48987 -4.37752 1.37650 0.00 0.01 -0.01
H -2.51191 -6.44296 0.37500 0.00 0.01 0.00
H -0.61030 -6.22258 -1.22764 0.00 0.01 0.00
H 0.26674 -3.95325 -1.73336 0.00 0.01 0.00
N 0.16270 0.93875 0.30664 -0.03 0.01 -0.30
C 0.74745 1.82081 -0.14623 0.03 -0.03 0.22
C 1.55993 2.75954 -0.83591 0.10 0.03 -0.14
C 1.07722 3.35675 -1.94174 -0.14 0.02 0.18
N 1.82980 3.92842 -2.98855 0.11 0.06 -0.13
C 2.95015 2.80743 -0.48692 -0.03 0.03 0.02
N 4.05322 2.84384 -0.17175 -0.02 -0.02 -0.02
F -0.48364 2.03499 -6.60991 -0.01 -0.02 0.01
C -0.26326 2.43735 -5.37386 -0.02 -0.04 -0.07
C 0.26795 3.64357 -5.15632 0.05 0.07 -0.04
F 0.55983 4.46670 -6.15223 0.01 -0.01 -0.01
C 0.47437 4.09058 -3.78884 -0.01 0.01 0.18
C -0.26850 3.39814 -2.64160 0.03 -0.11 -0.14
C -0.68809 2.04107 -3.05330 0.00 0.09 -0.02
F -1.10518 1.32094 -1.99413 0.04 0.02 -0.08
C -0.66210 1.52136 -4.29023 -0.02 0.01 0.05
C -0.98112 0.12372 -4.55478 0.00 -0.09 -0.05
C -1.15776 -0.70329 -3.49989 -0.03 0.00 -0.09
N -1.25857 -1.35719 -2.51966 -0.03 0.09 0.07
C -1.02211 -0.48307 -5.84715 0.00 0.02 0.01
N -1.05815 -1.03114 -6.85672 0.00 0.01 0.02
F -1.27988 4.05920 -2.02345 0.00 0.04 0.02
C 1.23131 5.26613 -3.30853 0.03 -0.03 -0.01
C 0.73850 6.08591 -2.21189 -0.10 0.01 -0.03
N 0.34106 6.69609 -1.32699 0.08 -0.01 0.01
C 2.04124 5.99369 -4.27274 -0.04 0.01 -0.03
N 2.66879 6.58143 -5.02922 0.01 0.00 0.05
Br 1.68366 -0.60945 -2.06840 0.02 -0.11 0.12
N 1.89088 -0.75949 9.54134 0.00 0.00 -0.02
C 1.82684 -0.94591 8.41041 0.00 0.00 0.01
C 1.74572 -1.18236 6.99380 0.00 0.00 -0.04
C 2.89520 -1.10416 6.21045 0.00 0.00 0.06
C 2.81698 -1.32635 4.84793 0.04 0.00 -0.06
C 1.59078 -1.63744 4.28308 -0.05 0.00 0.04
C 0.44153 -1.72613 5.05254 -0.03 0.00 -0.05
C 0.51783 -1.48953 6.41309 0.00 0.00 0.04
N 1.50734 -1.86297 2.87068 0.09 0.09 0.07
C 2.36727 -2.63092 2.11305 -0.10 -0.10 -0.01
C 1.94266 -2.52421 0.83062 0.07 0.09 -0.08
N 0.85869 -1.67330 0.79264 -0.37 0.08 0.19
C 0.61936 -1.29778 2.04235 0.10 -0.13 -0.02
H 3.84164 -0.85767 6.67074 0.00 0.00 -0.01
H 3.69854 -1.24085 4.22596 0.00 0.00 0.02
H -0.50258 -1.99068 4.59389 0.00 0.00 0.01
H -0.36665 -1.55335 7.03115 0.00 0.00 -0.01
H 3.17319 -3.18861 2.55582 -0.01 0.00 0.00
H 2.35250 -2.96253 -0.06211 0.03 0.01 0.00
H -0.14820 -0.61199 2.36407 0.00 0.03 -0.01
```
Positions in Å, forces in eV/Å.

Values from the calculation:
LUMO, eV: -5.4250
Orbital gap, eV: 4.8
ΔE to the lowest compared entry with this formula, charge and spin, kJ/mol: 426.3
2S+1: 1
Total charge: +1
E_HOMO, eV: -10.2720
E_tot, hartree: -6253.28252

=====

2.
DFT (wB97M-V/def2-TZVPD) results for a molecular structure, C33H17AsCl5CoF9O6PS at a distorted geometry.

XYZ file:
```
74
Properties=species:S:1:pos:R:3:forces:R:3
Co 0.51131 -1.09215 -0.88875 -1.55 -0.36 0.82
O 3.34621 -1.28014 2.45545 0.08 0.08 0.06
As 1.89326 -1.96126 1.75654 -0.59 -0.07 -0.12
O 0.76690 -2.12809 2.91765 0.37 0.04 -0.25
O 1.61807 -0.78743 0.51280 0.47 -0.12 0.11
C 2.63659 -3.46358 0.76881 0.08 -0.05 -0.28
C 3.94278 -3.83675 1.07837 -0.03 0.00 0.09
C 4.64870 -4.71111 0.26495 -0.06 -0.01 -0.03
C 4.06790 -5.21172 -0.89000 0.05 0.00 0.03
C 2.76492 -4.87044 -1.20816 -0.03 -0.09 0.10
C 2.05385 -4.01518 -0.37739 0.17 -0.09 0.24
S 0.38441 -3.69026 -0.84296 0.12 0.35 -0.08
O -0.15937 -2.82089 0.22842 -0.10 0.22 -0.05
O -0.26289 -4.92787 -1.09860 -0.16 0.02 -0.10
O 0.48907 -2.74782 -2.01242 0.55 -0.36 0.02
H 3.86495 -0.84749 1.76478 -0.03 0.04 0.00
H 4.41210 -3.43176 1.96470 0.00 0.02 -0.02
H 5.65929 -4.99201 0.52885 0.01 0.01 0.02
H 4.62355 -5.87791 -1.53601 -0.01 0.00 -0.01
H 2.29015 -5.28415 -2.08793 -0.04 0.02 0.00
Cl -1.26518 -0.51174 -3.06394 0.21 0.10 0.19
C 0.39277 -0.03432 -3.34375 0.03 -0.01 -0.46
C 1.29182 -0.17310 -2.29975 0.20 0.07 -0.24
C 2.63379 0.06226 -2.56297 0.00 0.28 -0.13
Cl 3.85654 -0.15816 -1.35721 -0.08 -0.03 -0.04
C 3.03889 0.49873 -3.83091 0.11 0.05 0.06
Cl 4.69756 0.81394 -4.15212 -0.01 0.00 0.00
C 2.10349 0.69017 -4.84509 0.07 0.07 -0.11
Cl 2.59717 1.25898 -6.39237 -0.02 -0.04 0.09
C 0.76253 0.41332 -4.60736 -0.26 -0.04 0.07
Cl -0.41611 0.62123 -5.84235 0.07 -0.02 0.06
F -2.44457 6.74279 -1.63783 -0.01 -0.05 -0.04
C -2.55908 5.73167 -2.51887 0.00 -0.02 -0.01
F -1.84316 6.06265 -3.60405 -0.05 -0.01 0.07
F -3.85208 5.68061 -2.88911 0.06 0.00 0.03
C -2.10973 4.42501 -1.91446 -0.01 0.09 -0.06
C -0.98105 3.78178 -2.38644 -0.02 -0.07 0.04
C -0.58611 2.58121 -1.80806 0.06 0.16 -0.01
C -1.31859 2.03086 -0.76754 -0.12 0.04 0.03
C -2.44119 2.70505 -0.27811 0.00 -0.03 -0.07
C -2.83993 3.89346 -0.85731 -0.01 0.02 0.00
P -0.74162 0.54903 0.10248 0.54 -0.38 -0.06
C 0.02194 1.28038 1.56869 0.02 0.02 0.03
C -0.59465 1.30242 2.81253 -0.03 0.05 0.04
C 0.03699 1.91689 3.88319 -0.03 -0.02 -0.02
C 1.27108 2.51827 3.70294 0.02 0.05 0.05
C 1.88399 2.51732 2.45771 0.00 0.00 0.01
C 1.26119 1.89192 1.39362 0.03 0.06 0.04
C 1.92075 3.19358 4.88323 0.03 -0.05 0.00
F 1.93790 2.39004 5.96154 0.00 0.08 -0.07
F 1.25287 4.30996 5.23946 0.04 -0.07 -0.02
F 3.18901 3.55565 4.62905 -0.08 -0.02 0.02
C -2.18505 -0.40199 0.61236 -0.15 0.09 -0.13
C -3.34707 -0.37789 -0.16529 -0.03 -0.01 0.09
C -4.40616 -1.20426 0.15568 -0.01 -0.01 0.02
C -4.30290 -2.05845 1.24835 -0.11 -0.05 0.00
C -3.14762 -2.10427 2.00659 0.06 0.04 -0.01
C -2.07629 -1.28041 1.68633 0.00 -0.11 0.03
C -5.47261 -2.95559 1.56993 0.04 0.00 0.00
F -6.61478 -2.24869 1.68328 0.06 -0.03 -0.01
F -5.67321 -3.86444 0.59729 0.00 0.06 0.06
F -5.30190 -3.62610 2.71819 -0.02 0.04 -0.08
H -0.41241 4.20676 -3.20083 0.01 0.00 -0.01
H 0.30525 2.08981 -2.16821 0.00 0.05 0.01
H -3.00838 2.29755 0.54931 0.02 0.01 0.01
H -3.71585 4.41112 -0.48948 -0.01 0.01 0.01
H -1.56019 0.83908 2.96401 0.05 0.02 -0.01
H -0.43137 1.91871 4.85821 0.00 0.00 0.01
H 2.84776 2.98826 2.32657 0.00 0.00 0.00
H 1.75589 1.86373 0.43047 -0.01 -0.02 -0.02
H -3.43260 0.29242 -1.01072 0.02 -0.02 -0.02
H -5.31178 -1.18507 -0.43581 -0.01 -0.01 0.00
H -3.06485 -2.78937 2.83757 0.01 -0.01 0.01
H -1.15283 -1.37474 2.25225 -0.02 0.00 -0.02
```
Positions in Å, forces in eV/Å.

Values from the calculation:
LUMO (alpha / beta), eV: -1.6386 / -1.6803
Orbital gap (alpha / beta), eV: 8.0 / 8.0
ΔE to the lowest compared entry with this formula, charge and spin, kJ/mol: 52.6
2S+1: 1
E_HOMO (alpha / beta), eV: -9.6238 / -9.6310
E_tot, hartree: -9277.09174